No. 1
DFT (wB97M-V/def2-TZVPD) results for C33H40N11OP2STi as an isolated structure.

```
89
Properties=species:S:1:pos:R:3:forces:R:3:lowdin_charge:R:1
Ti -0.61623 0.30739 -0.07355 0.23 0.56 0.47 0.9898
O 1.58757 0.06029 -3.00045 -0.95 0.20 0.13 0.0840
C 0.60787 0.48139 -2.40165 1.29 0.99 -1.36 -0.4941
N -0.39723 -0.24571 -1.87865 -0.47 -1.08 0.31 -0.0901
C -0.59703 -1.56601 -2.42145 0.06 -0.55 -0.35 -0.1348
C -1.42363 -2.34731 -1.45745 -0.05 -0.15 -0.34 -0.2578
C -1.98023 -3.58211 -1.78665 0.04 0.25 0.20 0.0158
C -2.79273 -4.22141 -0.87125 0.12 0.22 -0.01 0.0036
C -3.04923 -3.58111 0.33555 0.14 0.18 -0.03 -0.0072
C -2.46783 -2.35351 0.57925 -0.30 -0.14 0.45 -0.1016
N -1.64653 -1.74251 -0.28405 0.30 0.22 -0.35 0.0406
C 0.28947 1.93629 -2.24935 0.19 0.48 -0.58 -0.1904
C 0.75907 2.90039 -3.13295 -0.07 -0.31 0.34 0.0528
C 0.19067 4.16469 -3.08245 -0.13 -0.14 0.26 0.0151
C -0.80663 4.40689 -2.14535 0.11 -0.27 -0.04 0.0086
C -1.18873 3.38909 -1.28165 -0.23 0.23 0.22 -0.0927
N -0.65743 2.17079 -1.33335 0.50 -0.26 -0.47 0.0180
H 0.36907 -2.04971 -2.63935 -0.34 0.13 0.08 0.0858
H -1.13333 -1.48091 -3.38245 0.15 -0.01 0.20 0.1660
H -1.79033 -4.01601 -2.75395 0.10 -0.05 -0.16 0.1366
H -3.23483 -5.17991 -1.09545 -0.03 -0.08 -0.03 0.1329
H -3.69613 -4.02701 1.07195 -0.08 -0.01 0.12 0.1232
H -2.68913 -1.83321 1.50655 0.12 -0.04 -0.10 0.1111
H 1.51467 2.63859 -3.85675 0.06 -0.05 -0.06 0.1385
H 0.50157 4.93339 -3.77105 0.04 0.12 -0.07 0.1330
H -1.28723 5.36859 -2.08795 -0.11 0.11 0.03 0.1268
H -1.95313 3.56019 -0.52925 0.08 -0.05 -0.03 0.1298
C -5.62433 1.73179 1.76445 -0.66 0.25 0.70 0.0014
N -4.57353 1.32279 0.86815 0.92 -0.24 -0.19 -0.1002
C -4.72163 1.05039 -0.45325 0.38 -0.20 -0.64 0.0108
C -3.48133 0.72059 -0.93055 -0.63 0.00 -0.47 -0.0745
N -2.58583 0.78429 0.09125 -0.81 0.39 0.52 -0.0685
C -3.27043 1.14989 1.17875 -0.05 0.15 0.59 -0.4063
P -2.57373 1.47229 2.85355 0.48 -0.19 -0.51 1.2409
C -1.21343 2.53079 2.23815 -0.30 -0.26 0.09 -0.4282
N -0.38743 2.16919 1.25715 -0.37 0.05 0.26 -0.0600
C 0.50557 3.18689 1.13165 0.21 0.45 0.19 -0.1419
C 0.21227 4.16169 2.04605 0.49 -0.16 -0.50 0.0004
N -0.86973 3.73389 2.73995 -0.01 -0.47 -0.51 -0.1060
C -1.48513 4.43849 3.83155 -0.33 0.37 0.81 0.0024
C -1.46813 0.00449 2.90605 -0.41 0.36 0.11 -0.4240
N -0.69423 -0.41171 1.89595 -0.27 -0.15 0.68 -0.0928
C 0.01457 -1.46891 2.37205 0.28 -0.56 0.43 -0.1177
C -0.32503 -1.68711 3.67985 0.41 -0.18 -0.44 0.0134
N -1.25513 -0.75161 4.00355 0.03 0.16 -1.02 -0.0996
C -1.83373 -0.58541 5.31075 -0.31 0.18 0.95 0.0046
H -6.54243 1.87759 1.19835 0.09 -0.05 0.02 0.1131
H -5.36913 2.67259 2.25335 -0.01 -0.05 -0.08 0.0992
H -5.79343 0.97319 2.53025 -0.03 0.03 -0.11 0.1086
H -5.66693 1.09989 -0.95965 -0.13 0.06 0.00 0.1471
H -3.18783 0.45609 -1.93385 -0.05 -0.01 0.06 0.1302
H 1.29967 3.17219 0.40725 0.02 0.02 -0.02 0.1036
H 0.69047 5.09989 2.24015 0.08 0.20 0.09 0.1436
H -1.30733 5.50589 3.71645 -0.07 -0.06 -0.05 0.1124
H -1.05823 4.12309 4.78405 0.01 0.00 -0.04 0.1123
H -2.55733 4.25209 3.85095 0.04 0.06 -0.05 0.0860
H 0.71627 -1.99581 1.74955 0.02 -0.07 0.03 0.0546
H 0.02127 -2.41631 4.38705 0.06 -0.09 0.08 0.1480
H -1.96903 -1.55971 5.78005 -0.04 0.06 -0.12 0.1147
H -2.79893 -0.08231 5.24585 0.10 -0.10 -0.04 0.0822
H -1.16813 0.00629 5.94285 -0.05 -0.03 -0.07 0.1157
N 4.34007 1.42469 0.68385 0.09 -0.04 -0.02 0.1414
C 3.37487 1.08439 -0.16565 -0.24 0.41 -0.59 -0.8084
N 3.52747 1.28649 -1.46645 0.15 0.12 0.06 0.1679
S 1.95367 0.44179 0.53795 -0.17 -0.12 0.61 0.7495
H 5.24487 1.74879 0.37605 0.00 -0.07 -0.04 0.1374
H 4.19377 1.29009 1.67045 0.01 0.05 0.01 0.1110
H 4.42477 1.59029 -1.81515 0.06 0.02 0.01 0.1378
H 2.93527 0.79959 -2.14745 0.10 0.11 0.25 0.0696
C 2.93437 -3.05001 0.83885 -0.18 0.23 -0.19 -0.2716
P 1.89937 -2.54811 -0.61565 0.30 -1.00 -0.03 0.8851
C 1.41697 -4.26051 -1.13165 0.13 0.21 0.10 -0.2526
C 3.22057 -2.22811 -1.85385 -0.23 0.11 0.23 -0.3909
C 3.04367 -2.56751 -3.19305 0.13 -0.11 0.08 -0.1078
C 4.04377 -2.33351 -4.11905 -0.03 0.05 -0.08 -0.0528
C 5.22537 -1.72401 -3.72995 0.00 0.05 0.06 -0.0556
C 5.40547 -1.37391 -2.40185 0.15 0.14 -0.09 -0.0791
C 4.40977 -1.61361 -1.47345 -0.12 -0.27 0.06 -0.1390
H 3.25007 -2.18771 1.42515 0.05 0.00 0.02 0.0220
H 3.80927 -3.59641 0.48815 0.02 0.00 0.06 0.0616
H 2.34887 -3.71061 1.47775 -0.04 -0.02 0.05 0.0442
H 2.30597 -4.88581 -1.21145 -0.04 -0.07 -0.03 0.0639
H 0.90397 -4.26161 -2.08995 -0.05 -0.05 -0.07 0.0248
H 0.74567 -4.68101 -0.38245 -0.03 -0.03 0.01 0.0443
H 2.13687 -3.04611 -3.53005 -0.12 -0.09 -0.03 0.0958
H 3.90557 -2.63081 -5.14685 -0.04 -0.01 -0.11 0.1169
H 6.00087 -1.52571 -4.45265 0.10 -0.05 -0.07 0.1156
H 6.33497 -0.92321 -2.08745 0.13 0.04 0.04 0.1112
H 4.57307 -1.34711 -0.43855 0.07 -0.04 0.12 0.0890
```
Positions in Å, forces in eV/Å.

## Properties
Max |F|: 2.1 eV Å⁻¹
Net charge: +3
Frontier orbital gap: 5.50 eV
E: -3888.77977 a.u.



No. 2
DFT (wB97M-V/def2-TZVPD) results for C4H7NO2 as an isolated structure.

```
14
Properties=species:S:1:pos:R:3:forces:R:3:lowdin_charge:R:1
C -0.27147 -0.63368 -1.22724 -0.92 -2.08 0.37 -0.3031
C -0.08368 0.13113 -0.04904 1.83 -0.65 3.68 -0.2975
C -0.14369 -0.02327 1.28119 -1.87 -1.30 -1.91 -0.0856
C 0.99381 1.77470 0.98204 3.90 0.83 -2.30 -0.1711
H -0.69040 -2.59043 -0.40890 -0.49 1.77 -1.56 0.0789
H -2.19777 -2.11932 -1.55713 5.59 1.60 1.79 0.2350
H 0.68332 -0.67622 -1.70050 0.62 0.04 -0.82 0.1316
H -0.96185 -0.05049 -1.66673 -1.83 2.21 -3.11 0.0927
H -0.56511 -0.70379 1.95454 -0.97 -1.03 0.24 0.1171
H 2.05978 2.11293 1.22346 -0.90 -1.08 -0.51 0.1492
H 0.59285 2.75585 0.74018 -1.90 0.02 0.98 0.1270
N -0.91093 -1.88863 -1.18661 -4.73 -4.87 0.21 -0.0650
O 0.60335 0.86289 1.91000 0.75 2.30 2.22 0.0022
O 0.89178 1.04834 -0.29526 0.91 2.25 0.74 -0.0114
```
Positions in Å, forces in eV/Å.

## Properties
Max |F|: 6.8 eV Å⁻¹
Frontier orbital gap: 8.51 eV
E: -361.67948 a.u.



No. 3
DFT (wB97M-V/def2-TZVPD) results for C31H47DyNO3P2S as an isolated structure.

```
86
Properties=species:S:1:pos:R:3:forces:R:3:lowdin_charge:R:1
Dy -1.53678 0.99719 0.73122 1.82 1.15 -1.66 1.5318
C 0.48346 0.96731 3.85345 0.29 0.04 -0.44 -0.1791
C 1.08957 1.06163 2.58453 -0.52 1.56 -1.33 -0.2401
C -0.45640 2.78390 2.77988 -0.36 -0.61 2.60 -0.2800
C -0.41709 2.05595 4.00211 -0.47 1.61 -1.65 -0.2156
C 0.50344 2.18455 1.87282 2.22 -2.19 1.12 -0.3698
C 0.80166 -0.09429 4.83866 -0.17 -0.30 0.08 -0.0008
H 1.69613 0.13304 5.43765 -0.19 0.06 -0.13 0.1085
H 1.00061 -1.03427 4.30159 -0.03 0.25 0.23 0.0789
H -0.04286 -0.25032 5.52091 0.24 0.02 -0.06 0.0851
C -1.07765 2.50384 5.25361 -0.52 0.04 0.60 -0.0400
H -0.89840 1.79267 6.07560 -0.18 0.24 -0.32 0.0849
H -2.16774 2.59831 5.10796 0.42 -0.04 0.20 0.0901
H -0.70852 3.48904 5.60354 -0.05 -0.42 -0.31 0.0974
C -1.06962 4.13079 2.64085 -0.32 0.43 -0.13 -0.0299
H -1.00758 4.68672 3.59227 -0.04 -0.22 -0.37 0.0943
H -2.13707 4.08683 2.37153 0.19 0.13 0.07 0.0887
H -0.54978 4.71864 1.87303 -0.20 -0.05 0.17 0.0800
C 1.22839 2.88833 0.77571 0.17 0.23 -0.50 -0.0454
H 2.16901 3.32706 1.16220 -0.37 -0.15 -0.13 0.1199
H 0.64352 3.70978 0.34672 0.08 -0.11 -0.02 0.0769
H 1.51324 2.20724 -0.04185 -0.02 0.25 0.23 0.0547
C 2.34454 0.34973 2.23316 0.57 -0.48 -0.25 -0.0353
H 3.18165 0.68973 2.88933 -0.53 -0.23 -0.38 0.1140
H 2.65773 0.52972 1.18938 -0.09 -0.06 0.51 0.0617
H 2.22350 -0.74069 2.37078 0.16 0.39 -0.11 0.0770
C 1.47953 -2.80141 -0.68409 0.53 0.08 0.66 -0.1078
C 2.50652 -2.74284 0.19122 -1.06 -0.30 -0.05 -0.1232
C 3.82578 -2.10538 -0.09753 0.16 0.97 -0.16 -0.1730
C 4.13258 -1.67829 -1.57717 0.71 -0.23 0.17 -0.1737
C 3.90215 -0.24812 -1.98324 0.09 0.67 0.51 -0.0980
C 2.74108 0.37823 -1.82419 -0.30 0.50 0.58 -0.1285
C 1.45330 -0.21904 -1.28595 -0.83 0.30 -0.20 -0.2419
C 1.08207 -1.68714 -1.60658 0.42 -0.13 -0.89 -0.2574
H 4.58870 -2.87352 0.12739 -0.39 0.28 0.17 0.1192
H 3.63390 -2.33370 -2.30519 0.18 -0.12 0.35 0.1146
H 4.00190 -1.26059 0.59366 0.26 -0.23 -0.28 0.1024
H 1.41416 -1.88774 -2.64088 -0.31 0.15 0.61 0.0512
H 0.82436 -3.67916 -0.75096 -0.29 0.59 0.92 0.1080
H 2.34470 -3.15407 1.20823 0.63 -0.74 -0.94 0.1055
H -0.03157 -1.73893 -1.60791 0.64 0.02 -0.10 0.0727
H 1.33984 -0.01178 -0.20520 0.25 -0.31 -0.12 0.0710
H 2.67253 1.47109 -1.97596 0.19 -0.64 -0.20 0.0959
H 0.64070 0.38022 -1.77245 0.55 -0.33 0.30 0.0119
H 5.21624 -1.83875 -1.67593 -0.35 -0.15 -0.22 0.1074
H 4.77978 0.35314 -2.30745 -0.71 -0.57 0.11 0.1162
P -0.46848 -0.63263 -3.88137 0.07 -0.47 -2.61 0.8837
P -0.76863 2.42137 -3.64375 0.33 0.52 -2.27 0.8082
C -0.94323 0.24158 -5.47926 -0.06 -0.20 0.41 -0.4381
C -1.51880 1.61209 -5.19045 -0.47 -0.06 0.52 -0.4565
H -1.67165 -0.39667 -6.00087 0.29 0.16 -0.09 0.0853
H -0.04173 0.32035 -6.10844 -0.35 0.04 0.32 0.0708
H -1.35616 2.27091 -6.05674 -0.11 -0.05 0.41 0.0739
H -2.60194 1.55704 -5.01394 0.11 0.00 -0.12 0.0727
C -1.21163 4.08804 -4.30620 -0.21 0.41 0.50 -0.3372
H -0.63676 4.85586 -3.78704 -0.14 0.12 0.04 0.0318
H -2.27676 4.27093 -4.15589 0.02 0.15 0.01 0.0346
H -0.99796 4.15906 -5.37834 0.03 -0.03 0.27 0.0400
C 0.94499 2.51261 -4.38461 0.30 -0.14 0.55 -0.3039
H 0.90679 2.61202 -5.47854 -0.14 -0.02 0.31 0.0525
H 1.56658 1.64873 -4.12727 -0.09 0.09 -0.06 0.0095
H 1.43248 3.40813 -3.98246 0.02 -0.16 -0.04 0.0380
C -2.01054 -1.62073 -3.70560 -0.06 -0.04 0.35 -0.2781
H -2.04799 -2.00642 -2.67871 -0.32 -0.10 -0.26 0.0217
H -1.98856 -2.45570 -4.41999 -0.28 0.27 0.31 0.0394
H -2.87580 -0.97524 -3.90353 0.09 -0.23 0.18 0.0414
C 0.49916 -1.90230 -4.87745 0.39 -0.29 0.22 -0.2471
H 0.97056 -1.42758 -5.74942 -0.15 -0.12 0.34 0.0409
H -0.18685 -2.68384 -5.23139 0.27 0.21 -0.03 0.0403
H 1.29895 -2.39260 -4.31201 -0.21 0.00 -0.23 0.0202
O 0.06628 -2.44476 2.42760 -1.96 0.43 -0.37 0.0914
C -1.10467 -2.06690 2.41968 2.05 0.77 -0.40 -0.4612
N -1.54353 -0.78350 2.04353 -0.39 -0.37 2.19 -0.2708
S -2.85655 -0.28583 3.02094 3.71 -0.43 -1.90 0.7970
O -2.54697 0.19408 4.34691 -0.99 -0.24 -1.01 -0.2458
O -3.27725 0.80042 2.01628 -2.20 -1.54 2.55 -0.5285
C -3.32570 -2.01234 3.24588 -1.90 -0.78 1.29 -0.1932
C -4.33189 -2.52430 4.08545 -0.04 -0.21 -0.17 -0.0181
C -4.34962 -3.90475 4.37540 0.38 0.54 -0.47 -0.0352
C -3.32044 -4.73858 3.91126 -0.16 0.51 0.03 -0.0342
C -2.23117 -4.18768 3.23989 -0.39 0.47 -0.09 0.0297
C -2.25815 -2.82444 2.89568 -0.15 -1.08 0.58 -0.1472
H -5.07441 -1.87544 4.54520 0.06 -0.09 -0.28 0.1238
H -5.15009 -4.33870 4.97405 0.17 0.28 -0.14 0.1183
H -3.36753 -5.80075 4.12857 0.14 0.14 0.00 0.1175
H -1.35953 -4.78616 2.99053 -0.11 0.18 -0.04 0.1320
```
Positions in Å, forces in eV/Å.

## Properties
Max |F|: 4.2 eV Å⁻¹
2S+1: 6
Net charge: +1
Frontier orbital gap (spin up / spin down): 6.82 / 5.75 eV
E: -3455.47363 a.u.
Expectation value of S²: 9.6150



No. 4
DFT (wB97M-V/def2-TZVPD) results for one molecule with the formula C3H4N2O3.

```
12
Properties=species:S:1:pos:R:3:forces:R:3:lowdin_charge:R:1
N -2.30471 0.30772 -0.00722 0.65 0.26 -1.46 0.1683
C -0.96533 0.14287 -0.09310 1.20 0.54 0.81 -0.4085
C -0.12413 -0.88030 -0.09522 -0.94 -0.84 -0.18 -0.0001
N 1.15533 -0.31142 -0.33503 1.89 -0.49 0.07 -0.0677
O 2.26231 -0.91101 0.25336 -1.06 0.24 2.16 0.0598
C 1.16867 1.04201 -0.12463 -2.82 1.13 0.48 -0.3956
O 1.98593 1.89850 0.03004 -0.44 -1.20 -0.37 0.1558
O -0.28740 1.33297 -0.04903 1.66 0.17 -0.76 0.0980
H -2.45757 1.04235 0.60486 -0.95 1.68 1.27 0.0839
H -2.85541 -0.47380 0.15948 -0.91 -1.57 0.32 0.0845
H -0.43032 -1.92638 0.02938 0.96 0.54 -0.43 0.1316
H 2.85262 -1.26351 -0.37289 0.77 -0.47 -1.91 0.0900
```
Positions in Å, forces in eV/Å.

## Properties
Max |F|: 3.1 eV Å⁻¹
Frontier orbital gap: 8.91 eV
E: -451.87545 a.u.
SMILES: Nc1cn(O)c(=O)o1